(1)
Entry from the OMol25 dataset: a molecular structure, C21H42BCrF3N3O7SSbSi3 (the ωB97M-V functional and the def2-TZVPD basis).

Results
- Largest force on an atom: 0.0110 Eh/bohr
- Spin multiplicity: 5
- <S²>: 6.10
- HOMO (alpha / beta): -8.45 / -8.03 eV
- ΔE to the lowest compared entry with this formula, charge and spin: 119.70 kcal per mole
- HOMO-LUMO gap (alpha / beta): 0.3248 / 0.2433 hartree
- Calculated total energy: -4392.28503 hartree

CARTESIAN COORDINATES (ANGSTROEM)
Cr -0.170 -0.806 1.272
C 2.908 -0.282 5.118
O 2.375 0.076 3.842
C 1.070 0.207 3.675
O 0.672 0.520 2.545
N 0.268 0.019 4.732
N -1.103 0.213 4.568
H 3.986 -0.236 5.005
H 2.622 -1.302 5.380
H 2.589 0.423 5.887
H 0.606 -0.537 5.503
H -1.469 0.683 5.382
H -1.592 -0.665 4.369
F -3.492 -2.657 2.435
C -3.003 -1.648 3.155
F -4.030 -0.778 3.196
F -2.168 -0.855 1.817
S -0.261 -3.617 2.569
O 0.272 -4.246 0.832
O 0.465 -4.536 3.401
O 0.420 -2.268 2.561
O 2.156 -1.704 -0.798
B 1.730 -0.821 0.209
O 2.755 0.116 0.447
C 3.781 -0.207 -0.402
C 4.993 0.423 -0.568
C 5.847 -0.107 -1.536
C 5.482 -1.215 -2.292
C 4.249 -1.842 -2.115
C 3.418 -1.309 -1.157
H 5.262 1.287 0.025
H 6.811 0.354 -1.701
H 6.169 -1.600 -3.034
H 3.955 -2.704 -2.698
C -3.981 -0.645 -0.980
Si -3.423 1.119 -0.745
C -3.988 2.180 -2.181
C -4.057 1.870 0.837
Sb -0.875 1.053 -0.588
Si -0.128 3.384 0.123
C -0.703 3.638 1.881
C 1.736 3.447 0.061
C -0.880 4.670 -1.013
Si 0.042 0.677 -2.947
C 1.802 1.302 -3.006
C -0.047 -1.154 -3.291
C -0.980 1.599 -4.217
H -5.050 -0.727 -0.766
H -3.449 -1.314 -0.302
H -3.817 -0.972 -2.009
H -5.079 2.254 -2.161
H -3.699 1.759 -3.143
H -3.585 3.192 -2.118
H -5.151 1.867 0.823
H -3.730 2.907 0.938
H -3.721 1.304 1.706
H -0.124 3.004 2.553
H -1.756 3.390 2.020
H -0.555 4.682 2.169
H 2.168 2.566 0.539
H 2.085 4.337 0.592
H 2.108 3.499 -0.964
H -1.950 4.778 -0.829
H -0.741 4.411 -2.063
H -0.411 5.643 -0.842
H 2.351 1.121 -2.081
H 1.817 2.377 -3.200
H 2.344 0.808 -3.817
H 0.477 -1.721 -2.520
H 0.419 -1.366 -4.258
H -1.084 -1.495 -3.331
H -1.189 2.627 -3.919
H -1.929 1.096 -4.400
H -0.432 1.628 -5.162
C -1.155 -5.858 -0.984
C -0.831 -4.410 -1.325
C -0.381 -3.616 -0.123
N -0.614 -2.370 -0.058
H -1.498 -6.385 -1.874
H -1.940 -5.915 -0.230
H -0.278 -6.369 -0.592
H -1.690 -3.899 -1.764
H -0.022 -4.350 -2.059

=====

(2)
Entry from the OMol25 dataset: 3 unconnected molecules or ions with the total composition C21H42BN4O4 in a non-equilibrium geometry (the ωB97M-V functional and the def2-TZVPD basis).

Results
- Largest force on an atom: 0.0716 Eh/bohr
- HOMO: -4.22 eV
- Charge: -1
- HOMO-LUMO gap: 0.2467 hartree
- Calculated total energy: -1370.03776 hartree

CARTESIAN COORDINATES (ANGSTROEM)
C 1.494 4.700 -0.523
C 1.239 3.870 -1.369
B 1.104 2.846 -2.629
C 2.521 2.003 -2.789
N 2.394 0.683 -2.113
C 3.218 0.576 -0.898
C -0.132 1.812 -2.384
C -0.999 1.801 -1.198
C -2.085 0.867 -1.106
N -2.489 -0.125 -1.959
C -1.655 -0.081 -3.047
C -0.556 0.784 -3.351
H 1.883 5.490 0.141
H 0.830 3.498 -3.600
H 2.721 1.910 -3.899
H 3.330 2.648 -2.345
H 2.522 -0.099 -2.751
H 3.010 1.452 -0.233
H 4.313 0.544 -1.160
H 2.933 -0.397 -0.400
H -0.811 2.522 -0.371
H -2.722 0.951 -0.179
H -1.888 -0.863 -3.826
H -0.002 0.664 -4.310
C -8.855 -4.199 -1.265
O -8.328 -2.924 -1.583
C -7.667 -2.285 -0.490
C -6.158 -2.249 -0.701
N -5.570 -3.581 -0.583
C -4.190 -3.672 -1.066
C -3.914 -3.332 -2.537
O -4.454 -4.269 -3.466
C -5.825 -4.089 -3.763
H -9.514 -4.501 -2.079
H -8.060 -4.946 -1.182
H -9.435 -4.172 -0.338
H -7.930 -2.740 0.471
H -8.032 -1.253 -0.474
H -5.706 -1.590 0.046
H -5.978 -1.816 -1.691
H -6.131 -4.240 -1.108
H -3.870 -4.706 -0.901
H -3.555 -3.043 -0.435
H -2.831 -3.372 -2.673
H -4.212 -2.312 -2.793
H -6.118 -3.036 -3.753
H -6.441 -4.665 -3.068
H -6.011 -4.487 -4.762
C 4.104 3.757 5.182
O 5.462 3.350 5.144
C 5.701 2.082 5.750
C 6.023 1.023 4.702
N 4.847 0.685 3.906
C 5.138 -0.090 2.698
C 6.063 0.534 1.641
O 5.508 1.648 0.967
C 5.605 2.877 1.663
H 4.062 4.809 4.899
H 3.502 3.192 4.465
H 3.683 3.649 6.186
H 4.872 1.773 6.395
H 6.582 2.209 6.387
H 6.389 0.121 5.203
H 6.832 1.419 4.077
H 4.379 1.537 3.626
H 4.176 -0.289 2.216
H 5.547 -1.062 2.995
H 6.223 -0.227 0.872
H 7.055 0.774 2.040
H 6.521 2.947 2.257
H 4.726 3.023 2.295
H 5.609 3.683 0.929

=====

(3)
Entry from the OMol25 dataset: a molecular structure, C21H42Br12N2O3P in a non-equilibrium geometry (the ωB97M-V functional and the def2-TZVPD basis).

Results
- Largest force on an atom: 0.1025 Eh/bohr
- HOMO: -11.76 eV
- Charge: +1
- HOMO-LUMO gap: 0.3351 hartree
- Calculated total energy: -32389.69685 hartree

CARTESIAN COORDINATES (ANGSTROEM)
C -3.793 -2.742 -0.400
C -3.687 -1.381 -0.168
N -2.392 -0.624 0.060
C -2.643 0.759 -0.480
C -1.594 1.887 -0.133
C -0.152 1.784 -0.802
C -0.066 2.676 -2.153
C -0.566 1.910 -3.454
C -2.216 -0.468 1.568
C -2.348 -1.803 2.410
C -2.112 -1.379 3.961
P -0.417 -1.832 4.617
O -0.653 -2.632 5.914
O 0.309 -0.371 5.108
C 1.739 -0.520 5.300
C 2.167 -1.104 6.713
O 0.530 -2.742 3.551
C 0.950 -3.980 4.243
C 1.939 -4.775 3.238
N -1.250 -1.272 -0.414
C -1.156 -1.389 -1.894
C -0.820 -2.908 -2.334
C -0.484 -2.820 -3.917
H -4.780 -3.268 -0.569
H -2.880 -3.415 -0.367
H -4.668 -0.806 -0.100
H -2.837 0.796 -1.601
H -3.635 1.093 -0.016
H -2.046 2.867 -0.519
H -1.432 2.080 0.980
H 0.261 0.744 -0.934
H 0.568 2.312 -0.082
H 1.045 2.932 -2.251
H -0.599 3.651 -1.952
H -0.308 2.575 -4.348
H -1.683 1.756 -3.386
H 0.038 0.965 -3.587
H -2.964 0.305 1.955
H -1.192 -0.027 1.820
H -3.361 -2.298 2.388
H -1.536 -2.533 2.087
H -2.257 -0.252 4.032
H -2.926 -1.852 4.598
H 2.176 0.535 5.237
H 2.263 -1.115 4.491
H 2.163 -0.297 7.518
H 3.241 -1.500 6.692
H 1.523 -1.952 7.095
H 1.566 -3.745 5.172
H 0.058 -4.635 4.457
H 1.586 -5.854 3.182
H 2.974 -4.757 3.692
H 1.893 -4.286 2.220
H -1.129 -2.219 -0.047
H -2.110 -1.128 -2.455
H -0.334 -0.763 -2.366
H 0.049 -3.343 -1.749
H -1.750 -3.567 -2.276
H -0.945 -3.697 -4.481
H -1.008 -1.890 -4.329
H 0.633 -2.770 -4.095
C -1.960 -2.590 -7.944
Br -2.122 -0.740 -7.387
Br -2.830 -3.794 -6.698
Br -2.587 -2.855 -9.757
H -0.900 -2.834 -7.935
C 1.264 6.846 -2.669
Br 1.326 5.558 -4.117
Br -0.015 8.258 -3.016
Br 0.950 5.994 -0.954
H 2.246 7.311 -2.616
C 4.455 6.994 -6.744
Br 4.016 5.130 -7.049
Br 3.297 8.180 -7.748
Br 4.468 7.431 -4.856
H 5.466 7.147 -7.113
C 5.309 1.863 5.997
Br 5.356 0.569 4.553
Br 4.012 3.265 5.665
Br 5.025 1.013 7.714
H 6.287 2.336 6.033

=====

(4)
Entry from the OMol25 dataset: 6 unconnected molecules or ions with the total composition C21H42Br12O3Si in a non-equilibrium geometry (the ωB97M-V functional and the def2-TZVPD basis).

Results
- Largest force on an atom: 0.1323 Eh/bohr
- HOMO: -8.75 eV
- HOMO-LUMO gap: 0.3305 hartree
- Calculated total energy: -32228.64810 hartree

CARTESIAN COORDINATES (ANGSTROEM)
C 1.496 2.435 1.649
C 2.592 2.805 0.645
O 3.571 3.411 0.951
O 2.413 2.394 -0.712
C 2.962 1.094 -0.798
O 4.093 1.040 -1.212
C 2.159 -0.134 -0.296
Si 3.285 -1.029 0.965
C 2.285 -2.023 2.247
C 3.094 -1.950 3.583
C 2.398 -2.642 4.770
C 3.073 -2.081 6.071
C 2.585 -4.195 4.802
H 1.819 1.646 2.346
H 0.601 2.091 1.109
H 1.189 3.316 2.232
H 1.216 0.177 0.183
H 1.946 -0.734 -1.182
H 3.966 0.039 1.736
H 4.236 -1.854 0.202
H 1.281 -1.581 2.333
H 2.194 -3.072 1.913
H 4.146 -2.254 3.440
H 3.140 -0.869 3.833
H 1.309 -2.457 4.778
H 2.816 -1.010 6.156
H 2.803 -2.657 6.963
H 4.164 -2.096 5.890
H 2.769 -4.472 5.857
H 3.470 -4.553 4.250
H 1.677 -4.741 4.494
Br -0.698 -2.266 0.574
C -1.551 -2.651 -1.135
C -1.592 -1.430 -2.016
Br -2.976 -0.186 -1.447
H -2.535 -3.054 -0.913
H -0.938 -3.428 -1.589
H -1.856 -1.704 -3.035
H -0.655 -0.879 -2.023
Br -1.530 4.112 -0.664
C -0.121 4.621 -1.911
C 0.026 6.116 -1.992
Br -1.398 6.909 -3.055
H -0.363 4.163 -2.866
H 0.786 4.168 -1.516
H 0.948 6.382 -2.506
H 0.004 6.601 -1.020
Br -4.950 4.783 -3.029
C -4.558 5.447 -4.814
C -4.703 4.362 -5.848
Br -3.185 3.143 -5.815
H -3.560 5.875 -4.780
H -5.284 6.239 -4.989
H -4.705 4.788 -6.849
H -5.596 3.760 -5.710
Br 3.180 -7.986 4.492
C 1.445 -8.798 4.151
C 0.596 -7.929 3.261
Br -0.148 -6.420 4.239
H 0.990 -8.990 5.118
H 1.666 -9.745 3.661
H -0.266 -8.485 2.897
H 1.143 -7.520 2.417
Br -9.628 5.906 -1.854
C -9.084 5.060 -0.186
C -7.897 4.158 -0.387
Br -8.410 2.480 -1.229
H -9.954 4.540 0.203
H -8.829 5.884 0.479
H -7.467 3.875 0.573
H -7.125 4.601 -1.010
Br 1.961 -2.370 -5.469
C 3.666 -1.432 -5.397
C 4.136 -1.258 -3.974
Br 3.175 0.165 -3.028
H 3.532 -0.490 -5.919
H 4.359 -2.059 -5.960
H 5.178 -0.942 -3.954
H 4.019 -2.159 -3.378

=====

(5)
Entry from the OMol25 dataset: 3 unconnected molecules or ions with the total composition C21H42FNO11P2S in a non-equilibrium geometry (the ωB97M-V functional and the def2-TZVPD basis).

Results
- Largest force on an atom: 0.1661 Eh/bohr
- SMILES string: O=S(=O)(F)N(CCO)Cc1ccccc1.CCOP(=O)(OCC)OCC.CCOP(=O)(OCC)OCC
- HOMO: -9.01 eV
- HOMO-LUMO gap: 0.2878 hartree
- Calculated total energy: -2888.41756 hartree

CARTESIAN COORDINATES (ANGSTROEM)
O -4.151 -2.123 -0.625
S -3.304 -3.153 -1.196
O -3.965 -3.667 -2.393
F -3.184 -4.446 -0.196
N -1.726 -2.548 -1.556
C -0.989 -3.718 -2.140
C 0.100 -4.172 -1.054
O -0.359 -5.246 -0.226
C -1.985 -1.468 -2.548
C -0.705 -0.776 -3.094
C 0.657 -1.028 -2.670
C 1.769 -0.327 -3.307
C 1.556 0.646 -4.371
C 0.174 0.947 -4.782
C -0.912 0.236 -4.147
H -1.625 -4.611 -2.360
H -0.429 -3.473 -3.077
H 1.106 -4.362 -1.516
H 0.245 -3.274 -0.386
H -0.819 -4.834 0.526
H -2.613 -1.771 -3.426
H -2.574 -0.669 -2.011
H 0.867 -1.756 -1.859
H 2.838 -0.513 -3.034
H 2.407 1.163 -4.874
H -0.059 1.701 -5.573
H -1.965 0.453 -4.464
C -1.362 3.414 3.333
C -1.706 2.170 2.535
O -2.969 2.299 1.896
P -3.079 3.237 0.545
O -2.390 2.316 -0.438
O -4.619 2.818 0.101
C -4.918 2.434 -1.239
C -5.091 0.931 -1.311
O -3.725 4.471 1.492
C -4.917 5.177 1.139
C -6.078 4.641 1.952
H -1.204 4.270 2.670
H -0.453 3.262 3.918
H -2.178 3.679 4.007
H -0.928 1.953 1.796
H -1.774 1.312 3.208
H -4.153 2.783 -1.935
H -5.853 2.925 -1.521
H -4.210 0.409 -0.939
H -5.283 0.608 -2.337
H -5.928 0.616 -0.684
H -5.110 5.137 0.067
H -4.759 6.229 1.395
H -6.234 3.575 1.782
H -7.001 5.169 1.707
H -5.879 4.757 3.020
C 6.094 -3.992 0.342
C 4.674 -3.823 0.849
O 4.512 -2.580 1.522
P 4.392 -1.202 0.625
O 2.986 -1.387 0.096
O 3.961 -0.184 1.858
C 2.852 0.703 1.730
C 1.676 0.167 2.521
O 6.008 -0.876 0.962
C 6.461 0.394 1.440
C 6.696 0.312 2.935
H 6.315 -3.267 -0.448
H 6.245 -4.994 -0.064
H 6.815 -3.821 1.143
H 3.955 -3.907 0.028
H 4.449 -4.610 1.572
H 2.589 0.867 0.684
H 3.156 1.671 2.138
H 1.410 -0.843 2.205
H 0.802 0.810 2.406
H 1.931 0.107 3.582
H 5.772 1.196 1.173
H 7.410 0.609 0.942
H 5.790 0.032 3.474
H 7.050 1.268 3.325
H 7.439 -0.456 3.161

=====

(6)
Entry from the OMol25 dataset: a molecular structure, C21H42FeO21P2S in a non-equilibrium geometry (the ωB97M-V functional and the def2-TZVPD basis).

Results
- Largest force on an atom: 0.1097 Eh/bohr
- Spin multiplicity: 5
- <S²>: 6.01
- HOMO (alpha / beta): -9.65 / -9.66 eV
- HOMO-LUMO gap (alpha / beta): 0.3176 / 0.3072 hartree
- Calculated total energy: -4750.14149 hartree

CARTESIAN COORDINATES (ANGSTROEM)
Fe -2.039 0.968 -0.336
S 0.458 0.199 -0.135
O 0.836 -0.851 -1.100
O -0.171 1.351 -0.897
O -0.787 -0.155 0.660
O 1.671 0.468 0.693
C 1.170 -2.031 2.507
C 1.127 -0.982 3.562
O 2.065 -1.430 4.488
C 2.578 -2.617 4.243
O 3.434 -3.175 4.934
O 1.887 -3.069 3.180
H 1.649 -1.633 1.612
H 0.202 -2.408 2.176
H 0.079 -0.955 3.863
H 1.337 0.020 3.188
C 5.086 0.332 0.059
C 4.758 1.639 -0.732
O 5.706 2.566 -0.101
C 6.060 1.987 1.092
O 6.747 2.606 1.899
O 5.576 0.764 1.279
H 5.901 -0.219 -0.411
H 4.193 -0.284 0.156
H 3.725 1.953 -0.582
H 4.870 1.439 -1.797
C 2.490 -2.672 -2.652
C 3.109 -3.035 -1.295
O 4.394 -3.590 -1.502
C 4.740 -3.386 -2.901
O 5.731 -3.839 -3.523
O 3.624 -2.887 -3.519
H 2.270 -1.606 -2.698
H 1.615 -3.306 -2.795
H 2.510 -3.646 -0.619
H 3.128 -2.110 -0.718
C -6.123 -3.664 -2.574
C -5.189 -2.747 -3.467
O -4.599 -1.820 -2.583
P -3.039 -1.803 -2.286
O -2.547 -0.617 -1.533
O -2.817 -3.354 -1.682
C -1.621 -3.613 -1.002
C -1.686 -4.736 0.096
O -2.187 -2.020 -3.704
C -0.931 -1.496 -3.832
C -0.259 -1.725 -5.195
H -6.816 -3.094 -1.956
H -6.652 -4.351 -3.234
H -5.604 -4.258 -1.822
H -4.361 -3.255 -3.961
H -5.907 -2.319 -4.167
H -0.803 -4.089 -1.542
H -1.092 -2.707 -0.705
H -2.530 -4.362 0.676
H -1.768 -5.676 -0.449
H -0.708 -4.710 0.577
H -1.179 -0.444 -3.690
H -0.267 -1.650 -2.981
H -0.931 -1.735 -6.052
H 0.605 -1.074 -5.333
H -0.038 -2.792 -5.209
C -2.685 1.979 5.092
C -1.872 2.288 3.831
O -1.705 3.643 3.329
P -1.379 3.815 1.747
O -1.931 2.750 0.882
O -2.032 5.262 1.438
C -2.145 5.673 0.124
C -3.655 5.502 -0.136
O 0.232 4.031 1.684
C 0.767 5.093 2.404
C 2.330 4.785 2.355
H -2.926 0.921 5.193
H -2.176 2.410 5.954
H -3.676 2.357 4.839
H -0.905 1.803 3.964
H -2.572 1.919 3.081
H -1.670 6.628 -0.100
H -1.593 5.078 -0.603
H -3.778 5.842 -1.164
H -4.147 4.531 -0.182
H -4.310 6.157 0.439
H 0.648 5.990 1.796
H 0.337 5.281 3.388
H 2.874 5.337 3.122
H 2.471 3.709 2.460
H 2.824 4.919 1.392